(1)
179
Properties=species:S:1:pos:R:3 method="wB97M-V/def2-TZVPD" gap_ev=9.49 total_charge=-1 multiplicity=1 max_force_ev_per_a=2.868
C 15.624 17.089 17.004
C 14.494 16.581 16.097
C 13.605 17.731 15.750
O 15.051 16.006 14.961
H 16.168 16.199 17.385
H 15.275 17.652 17.883
H 16.302 17.699 16.415
H 13.888 15.841 16.650
H 14.137 18.567 15.218
H 13.233 18.089 16.710
H 12.786 17.460 15.050
C 10.121 20.481 13.546
C 11.323 19.664 13.106
C 12.683 20.413 13.483
C 12.644 21.841 13.267
N 12.505 22.937 13.011
H 10.305 20.927 14.546
H 9.257 19.818 13.559
H 9.916 21.357 12.921
H 11.349 19.425 12.031
H 11.391 18.663 13.556
H 13.580 19.895 13.039
H 12.739 20.216 14.551
C 19.995 18.518 15.774
C 19.225 18.510 17.135
C 19.354 17.159 17.872
C 20.705 17.129 18.392
N 21.820 17.265 18.695
H 19.699 17.680 15.121
H 21.109 18.482 15.834
H 19.626 19.408 15.284
H 18.160 18.712 17.018
H 19.563 19.314 17.831
H 19.139 16.345 17.178
H 18.806 17.079 18.774
C 17.263 22.936 17.132
C 17.726 21.554 16.687
C 16.652 20.752 15.886
C 16.150 21.447 14.686
N 15.746 22.045 13.767
H 16.205 22.906 17.281
H 17.493 23.700 16.347
H 17.749 23.281 18.039
H 17.819 20.959 17.582
H 18.688 21.515 16.162
H 15.791 20.573 16.584
H 17.149 19.807 15.543
C 12.896 17.145 19.745
C 13.917 16.408 20.611
C 14.099 16.858 22.042
C 14.736 18.179 22.201
N 15.221 19.194 22.376
H 12.875 16.547 18.822
H 13.214 18.160 19.534
H 11.886 17.166 20.254
H 14.892 16.491 20.151
H 13.664 15.360 20.693
H 14.754 16.215 22.677
H 13.115 16.865 22.492
C 17.201 13.344 18.834
O 16.017 13.316 18.034
H 17.032 13.792 19.814
H 17.668 12.378 19.041
H 17.948 13.995 18.375
H 16.334 13.545 17.136
C 15.209 9.037 16.553
O 15.723 10.202 17.085
H 15.668 8.725 15.636
H 15.419 8.234 17.304
H 14.122 9.137 16.365
H 15.629 10.979 16.521
C 14.732 13.518 12.952
O 13.842 13.981 13.969
H 15.168 12.565 13.296
H 14.201 13.335 12.012
H 15.499 14.281 12.771
H 14.368 14.704 14.420
C 10.117 16.438 10.097
O 10.566 15.087 10.016
H 10.723 17.091 9.449
H 9.121 16.488 9.677
H 10.059 16.813 11.137
H 11.174 14.905 10.758
C 15.955 18.803 13.113
O 16.407 17.469 13.297
H 15.650 19.165 14.122
H 16.878 19.317 12.834
H 15.126 18.925 12.403
H 15.802 17.019 13.963
C 17.762 13.797 14.812
O 16.946 14.319 15.800
H 17.201 13.104 14.180
H 18.170 14.578 14.229
H 18.605 13.272 15.346
H 16.301 15.026 15.436
C 17.427 15.371 22.635
O 17.725 16.056 23.822
H 16.768 14.528 22.928
H 16.964 15.951 21.848
H 18.351 14.969 22.252
H 18.460 16.640 23.563
C 11.349 12.677 12.364
O 11.674 14.042 12.368
H 10.302 12.568 12.134
H 11.970 12.069 11.672
H 11.475 12.317 13.411
H 12.340 14.285 13.019
C 13.473 16.901 11.504
O 13.012 16.806 12.807
H 13.036 16.114 10.849
H 13.252 17.903 11.104
H 14.545 16.766 11.390
H 13.694 16.472 13.443
C 14.839 11.390 20.071
O 14.285 12.710 19.911
H 15.023 11.063 19.048
H 15.794 11.443 20.659
H 14.101 10.789 20.637
H 14.649 13.092 19.084
C 11.041 13.683 20.502
O 12.041 13.089 21.269
H 10.379 12.869 20.179
H 10.538 14.399 21.140
H 11.438 14.156 19.595
H 12.746 12.890 20.630
C 12.576 12.110 16.650
O 13.874 11.918 16.094
H 12.514 12.992 17.332
H 11.814 12.271 15.866
H 12.447 11.215 17.221
H 13.929 12.523 15.370
Cl 16.213 21.835 9.228
C 15.003 21.594 10.490
C 13.579 21.691 9.960
Cl 13.227 20.477 8.754
H 15.114 22.370 11.252
H 15.197 20.566 10.890
H 13.424 22.655 9.533
H 12.841 21.549 10.777
Cl 9.048 17.068 14.613
C 10.244 15.772 14.222
C 10.613 14.973 15.417
Cl 9.170 14.299 16.205
H 11.135 16.246 13.793
H 9.817 15.146 13.473
H 11.208 15.520 16.179
H 11.141 14.103 15.059
Cl 8.224 20.705 17.134
C 8.901 19.271 17.972
C 10.385 19.106 17.738
Cl 11.328 20.457 18.454
H 8.451 18.351 17.607
H 8.705 19.443 19.038
H 10.569 19.040 16.670
H 10.706 18.215 18.254
Cl 20.218 17.543 22.433
C 19.161 18.656 21.664
C 19.893 19.651 20.787
Cl 20.912 20.691 21.894
H 18.531 19.205 22.373
H 18.510 18.045 21.051
H 19.148 20.254 20.363
H 20.573 19.193 20.023
Cl 13.538 22.372 16.546
C 13.863 24.067 16.170
C 13.374 24.933 17.338
Cl 13.815 26.629 16.992
H 13.303 24.273 15.268
H 14.937 24.200 15.987
H 13.828 24.639 18.260
H 12.300 24.845 17.378
Cl 16.142 19.896 19.227
C 15.619 21.429 19.975
C 14.110 21.374 20.058
Cl 13.542 22.895 20.885
H 15.901 22.290 19.409
H 16.009 21.411 20.978
H 13.765 20.476 20.576
H 13.743 21.421 19.025

=====

(2)
49
Properties=species:S:1:pos:R:3 method="wB97M-V/def2-TZVPD" relative_energy_kcal_mol=33.6 gap_ev=9.60 total_charge=0 multiplicity=1 max_force_ev_per_a=0.559
C -6.498 -0.629 -0.747
O -5.605 -0.137 0.218
C -4.400 0.334 -0.341
C -3.572 0.987 0.774
N -2.162 0.967 0.467
C -1.690 1.822 -0.486
O -2.373 2.684 -1.003
N -0.353 1.682 -0.769
C 0.356 0.411 -0.765
C 1.833 0.653 -0.423
C 2.726 -0.527 -0.826
C 4.156 -0.238 -0.466
C 4.996 0.403 -1.366
C 6.302 0.704 -1.022
C 6.784 0.369 0.232
C 5.954 -0.269 1.137
C 4.649 -0.568 0.790
C -0.318 -0.590 0.185
C -1.146 -1.618 -0.583
C -1.688 -2.758 0.242
O -1.365 -1.526 -1.763
C -1.239 0.132 1.193
C -0.446 0.955 2.214
H -6.062 -1.471 -1.300
H -6.777 0.152 -1.464
H -7.383 -0.965 -0.211
H -3.836 -0.503 -0.786
H -4.595 1.063 -1.137
H -3.748 0.440 1.701
H -3.898 2.021 0.905
H -0.066 2.304 -1.514
H 0.312 -0.020 -1.779
H 1.948 0.849 0.644
H 2.170 1.543 -0.958
H 2.636 -0.692 -1.901
H 2.395 -1.435 -0.317
H 4.624 0.665 -2.347
H 6.945 1.201 -1.734
H 7.803 0.602 0.501
H 6.325 -0.534 2.117
H 4.006 -1.069 1.500
H 0.442 -1.136 0.750
H -1.705 -3.661 -0.363
H -2.718 -2.532 0.515
H -1.111 -2.924 1.147
H -1.823 -0.617 1.738
H 0.265 0.327 2.744
H 0.083 1.764 1.720
H -1.134 1.387 2.936